No. 1
Density functional theory data (ωB97M-V/def2-TZVPD) for an isolated ion of composition C12H13N2 and charge +1 in a non-equilibrium geometry.

Energy relative to the best compared isomer or geometry (same formula, charge and spin) in eV: 2.949
Molar mass in u: 185.25
HOMO energy (spin up / spin down) in Ha: -0.4507 / -0.4507
Spin multiplicity: 1
Charge: +1
Gap between HOMO and LUMO (spin up / spin down) in eV: 7.99 / 7.99

Geometry as XYZ:
```
27
C12H13N2 | OMol25 | ωB97M-V/def2-TZVPD
C -2.5936 -0.1662 0.9121
N -1.5662 -0.3102 -0.0743
C -0.8898 -1.5549 0.0042
C 0.4299 -1.6515 -0.2189
C 1.4613 -0.6665 -0.3642
C 2.7335 -0.9946 -0.8937
C 3.8311 -0.1050 -0.7614
C 3.6870 1.0626 -0.0013
C 2.4434 1.3770 0.5152
C 1.3398 0.5624 0.2750
C 0.0287 1.1682 0.6890
N -0.4629 2.0421 -0.1261
C -1.2299 1.9216 -1.0592
C -1.6446 0.4348 -1.2921
H -2.9754 0.8735 0.8790
H -3.4574 -0.9542 0.7041
H -2.2440 -0.3862 1.9683
H -1.5766 -2.3482 0.3193
H 0.8514 -2.5923 -0.0460
H 2.7236 -1.8558 -1.4080
H 4.7851 -0.4338 -1.2638
H 4.5717 1.7290 0.2955
H 2.2253 2.3102 1.0974
H -0.0873 1.3262 1.8210
H -1.3547 2.6798 -1.7167
H -2.6199 0.4466 -1.7597
H -0.8327 0.0291 -1.8553
```

Mulliken atomic charge list, values in e, 6 entries: -1.045, 0.071, -0.703, -0.531, 0.648, -0.865

---

No. 2
Density functional theory data (ωB97M-V/def2-TZVPD) for a 8-piece molecular cluster, C62H68N2S2 overall in a non-equilibrium geometry.

Molar mass in u: 905.37
HOMO energy in Ha: -0.2829
Spin multiplicity: 1
Gap between HOMO and LUMO in eV: 8.04

Geometry as XYZ:
```
134
C62H68N2S2 | OMol25 | ωB97M-V/def2-TZVPD
N -1.8035 0.1914 6.1542
C -0.9021 -0.6777 5.3107
C 0.3943 0.2116 4.9401
C 1.4464 -0.6791 4.0662
C 0.7632 -1.0638 2.6491
C 0.6738 0.2707 1.7156
C -0.8505 0.6817 1.3825
C -1.9765 -0.3778 1.1113
C -3.4550 0.0117 0.8299
C -3.7620 1.5556 0.8251
C -2.7020 2.6522 1.0546
C -1.2413 2.1994 1.3249
C -0.1643 3.3892 1.5456
C 0.4398 3.9548 0.1645
C 0.5212 5.5799 0.3295
S 1.4855 5.9910 1.8857
S -5.5649 1.9649 0.5402
C -6.3862 0.6357 1.5677
C -7.6025 0.9262 2.4700
C -8.1905 -0.2289 3.3234
C -7.5396 -1.6236 3.2015
C -6.3133 -1.9294 2.2686
C -5.6981 -0.7764 1.4462
N -4.5240 -0.9650 0.5822
H -1.1945 0.9369 6.5213
H -2.4266 0.6549 5.4653
H -1.5266 -0.9478 4.3763
H -0.5544 -1.6237 5.8531
H 0.1260 1.1458 4.3172
H 0.8969 0.5445 5.9281
H 2.3516 0.0085 3.8923
H 1.8150 -1.5946 4.6394
H 1.5007 -1.7619 2.1111
H -0.2385 -1.5893 2.7738
H 1.1756 1.1000 2.3464
H 1.3210 0.1514 0.7829
H -1.7293 -1.5017 1.1162
H -3.0399 3.7516 1.0288
H 0.6238 3.0997 2.3199
H -0.7817 4.2520 2.0062
H -0.2986 3.7780 -0.6895
H 1.4754 3.5177 -0.0604
H -0.5572 5.9398 0.4707
H 1.0199 5.9692 -0.6179
H 0.5639 6.5334 2.7840
H -8.0182 1.9986 2.5067
H -9.0702 -0.0523 4.0324
H -7.9223 -2.5289 3.8001
H -5.8645 -2.9794 2.2007
H -4.1829 -1.9331 0.5733
C 4.8096 1.9719 -4.0430
C 5.6504 1.5731 -3.0081
C 5.5002 2.1214 -1.7380
C 4.5117 3.0716 -1.5035
C 3.6768 3.4768 -2.5402
C 3.8238 2.9267 -3.8095
H 4.9227 1.5395 -5.0316
H 6.4232 0.8334 -3.1914
H 6.1534 1.8079 -0.9304
H 4.3925 3.4973 -0.5126
H 2.9092 4.2223 -2.3582
H 3.1710 3.2412 -4.6170
C -14.4941 -1.0737 4.2342
C -13.4520 -1.0009 3.3150
C -12.1359 -1.1489 3.7412
C -11.8611 -1.3658 5.0883
C -12.9025 -1.4295 6.0089
C -14.2190 -1.2851 5.5822
H -15.5206 -0.9647 3.9006
H -13.6659 -0.8292 2.2651
H -11.3236 -1.0954 3.0234
H -10.8350 -1.4839 5.4207
H -12.6881 -1.5927 7.0601
H -15.0310 -1.3371 6.2996
C 4.4723 -1.0885 -0.7682
C 4.8171 -1.4475 0.5314
C 5.4517 -2.6621 0.7735
C 5.7378 -3.5201 -0.2841
C 5.3848 -3.1652 -1.5827
C 4.7535 -1.9491 -1.8253
H 3.9836 -0.1387 -0.9574
H 4.5916 -0.7794 1.3566
H 5.7235 -2.9405 1.7865
H 6.2347 -4.4655 -0.0959
H 5.6026 -3.8369 -2.4068
H 4.4803 -1.6713 -2.8379
C 8.2043 -6.9774 2.1616
C 8.3127 -5.6531 1.7488
C 8.4980 -4.6435 2.6881
C 8.5709 -4.9579 4.0418
C 8.4534 -6.2812 4.4554
C 8.2717 -7.2912 3.5158
H 8.0664 -7.7650 1.4285
H 8.2534 -5.4076 0.6936
H 8.5858 -3.6113 2.3653
H 8.7180 -4.1714 4.7742
H 8.5043 -6.5260 5.5114
H 8.1825 -8.3232 3.8383
C 5.9955 3.4646 -8.6750
C 6.3411 3.1055 -7.3760
C 6.9777 1.8914 -7.1350
C 7.2647 1.0344 -8.1934
C 6.9107 1.3896 -9.4913
C 6.2777 2.6049 -9.7327
H 5.5055 4.4138 -8.8634
H 6.1150 3.7726 -6.5503
H 7.2503 1.6128 -6.1222
H 7.7632 0.0890 -8.0061
H 7.1291 0.7189 -10.3158
H 6.0039 2.8828 -10.7450
C 10.7903 -1.1075 -7.5472
C 11.7402 -1.7219 -8.3572
C 12.0657 -3.0597 -8.1568
C 11.4439 -3.7826 -7.1430
C 10.5007 -3.1657 -6.3272
C 10.1725 -1.8288 -6.5298
H 10.5318 -0.0660 -7.7079
H 12.2268 -1.1577 -9.1460
H 12.8039 -3.5395 -8.7907
H 11.6956 -4.8263 -6.9883
H 10.0202 -3.7275 -5.5328
H 9.4353 -1.3484 -5.8950
C -14.7469 3.8427 0.0496
C -13.5556 3.1665 0.2942
C -13.4055 2.4189 1.4581
C -14.4457 2.3508 2.3801
C -15.6336 3.0345 2.1399
C -15.7852 3.7792 0.9742
H -14.8661 4.4201 -0.8610
H -12.7436 3.2215 -0.4235
H -12.4777 1.8888 1.6471
H -14.3298 1.7659 3.2862
H -16.4426 2.9863 2.8615
H -16.7122 4.3103 0.7859
```

Mulliken atomic charge list, values in e, 6 entries: -0.671, -0.319, -0.320, -0.963, -0.590, -0.338

---

No. 3
Density functional theory data (ωB97M-V/def2-TZVPD) for an isolated molecule of C2H6N4OS in a non-equilibrium geometry.

Energy relative to the best compared isomer or geometry (same formula, charge and spin) in eV: 3.057
Molar mass in u: 134.16
HOMO energy in Ha: -0.3098
Spin multiplicity: 1
Gap between HOMO and LUMO in eV: 9.02

Geometry as XYZ:
```
14
C2H6N4OS | OMol25 | ωB97M-V/def2-TZVPD
H -2.9763 0.6619 0.0035
N -1.9963 0.9367 -0.0859
C -1.2382 -0.1206 -0.0066
N -1.6600 -1.4224 0.1310
C 0.2369 0.0516 -0.0361
N 1.0098 -0.9788 -0.1849
S 2.6844 -0.7297 0.0245
N 0.5342 1.4208 0.2143
O 1.8326 1.8394 -0.2032
H -0.9677 -2.1503 -0.1214
H -2.5788 -1.5769 -0.2491
H 3.0528 -2.0644 0.0038
H -0.1994 2.0281 -0.1723
H 2.2661 2.1048 0.6823
```

Mulliken atomic charge list, values in e, 6 entries: 0.239, -0.703, 0.325, -0.463, 0.439, -0.460

---

No. 4
Density functional theory data (ωB97M-V/def2-TZVPD) for a 9-piece molecular cluster, C24H72N6O9 overall in a non-equilibrium geometry.

Energy relative to the best compared isomer or geometry (same formula, charge and spin) in eV: 3.182
Molar mass in u: 588.87
HOMO energy in Ha: -0.3278
Spin multiplicity: 1
Gap between HOMO and LUMO in eV: 9.41

Geometry as XYZ:
```
111
C24H72N6O9 | OMol25 | ωB97M-V/def2-TZVPD
C -0.9603 -0.6217 -3.2198
O 0.2339 -0.0042 -2.8159
C 1.0724 0.3064 -3.9126
C 2.2413 1.3047 -3.3656
C 3.1296 1.8403 -4.5123
N 3.0196 0.6651 -2.2767
H -1.6094 0.1116 -3.6983
H -1.5749 -1.0444 -2.4249
H -0.6574 -1.3788 -3.9431
H 1.5061 -0.5912 -4.3534
H 0.5127 0.9164 -4.6217
H 1.7249 2.1884 -2.9909
H 2.5718 1.7772 -5.4466
H 4.0598 1.2859 -4.6370
H 3.2799 2.9097 -4.3648
H 3.5429 -0.1011 -2.6756
H 2.3272 0.1061 -1.7991
C -3.2709 5.8652 -0.1781
O -2.7365 4.5617 0.0621
C -1.3530 4.4552 0.1116
C -0.9441 3.9647 -1.2789
C -1.7731 2.7108 -1.6219
N 0.4588 3.4906 -1.3028
H -4.3212 5.7483 -0.4452
H -2.8644 6.3021 -1.0902
H -3.2152 6.4910 0.7127
H -0.8136 5.3841 0.2970
H -0.9447 3.8130 0.8921
H -1.0611 4.7659 -2.0086
H -2.8508 2.7703 -1.7735
H -1.6265 2.0064 -0.8031
H -1.3879 2.2147 -2.5128
H 0.5985 2.8588 -0.5273
H 1.0108 4.3272 -1.1783
C 6.1327 -0.8469 4.1619
O 6.1585 -0.2705 2.9104
C 4.8397 -0.1594 2.3344
C 4.3287 -1.5089 1.7706
C 5.2441 -1.8925 0.6155
N 3.0594 -1.3055 1.0927
H 6.0695 -1.9343 4.1213
H 5.4862 -0.3749 4.9017
H 7.0873 -0.7388 4.6770
H 4.1769 0.1764 3.1319
H 4.8828 0.6154 1.5688
H 4.5114 -2.2193 2.5769
H 6.2921 -1.9649 0.9065
H 5.1581 -1.4077 -0.3570
H 4.9817 -2.9091 0.3228
H 3.2344 -0.4605 0.5679
H 2.3891 -0.8542 1.6987
C -4.8394 1.5135 0.3763
O -5.0434 0.4211 -0.4427
C -3.9347 -0.5531 -0.4918
C -4.3654 -1.9723 -0.8010
C -5.2474 -2.5093 0.3411
N -3.2337 -2.9862 -0.8007
H -3.8614 1.9184 0.1161
H -4.8753 1.3185 1.4482
H -5.5155 2.3329 0.1321
H -3.2801 -0.2271 -1.3001
H -3.1657 -0.5608 0.2807
H -4.8351 -1.9692 -1.7846
H -5.5641 -3.5481 0.4351
H -6.2080 -2.0171 0.1889
H -4.8283 -2.1033 1.2617
H -3.9008 -3.7317 -0.9396
H -2.6939 -2.9427 -1.6532
C -0.5919 -0.2621 3.1646
O -0.6930 1.0453 3.6057
C -1.6405 1.8330 2.9491
C -1.5867 3.2970 3.4392
C -1.7193 3.4693 4.8800
N -2.6719 3.9697 2.7567
H 0.3848 -0.5953 3.5154
H -0.8315 -0.4960 2.1273
H -1.2201 -0.8532 3.8309
H -1.4479 1.8993 1.8783
H -2.5491 1.2482 3.0926
H -0.6324 3.7568 3.1821
H -1.4932 4.4623 5.2685
H -1.1559 2.6445 5.3162
H -2.7560 3.2158 5.1019
H -2.5276 4.0031 1.7576
H -3.5428 3.4921 2.9396
C 1.8772 -7.0138 -0.7634
O 1.8694 -5.5386 -0.7268
C 0.8061 -4.9423 -1.5376
C 0.9470 -3.4353 -1.8301
C 2.1890 -3.0451 -2.6807
N 0.9845 -2.6778 -0.5898
H 2.6651 -7.3645 -0.0969
H 1.9237 -7.5466 -1.7131
H 1.0081 -7.5509 -0.3835
H 0.7272 -5.4222 -2.5131
H -0.1729 -5.1403 -1.1010
H 0.0613 -3.0983 -2.3688
H 2.1469 -1.9667 -2.8334
H 2.2354 -3.6109 -3.6111
H 3.1184 -3.2936 -2.1683
H 0.5781 -3.2968 0.0971
H 1.9099 -2.4272 -0.2721
O -2.0749 -2.7827 1.6584
H -2.7073 -3.0439 0.9891
H -1.6040 -2.0459 1.2691
O 1.1674 1.5543 1.3808
H 0.5224 1.0865 0.8504
H 0.7363 1.6812 2.2260
O -0.3009 -0.1638 -0.3078
H 0.1785 -0.9921 -0.2872
H -0.0820 0.2191 -1.1574
```

Mulliken atomic charge list, values in e, 6 entries: -1.153, 0.382, -1.404, 1.192, -1.427, -0.440

---

No. 5
Density functional theory data (ωB97M-V/def2-TZVPD) for a 2-piece molecular cluster, CH3INOP overall in a non-equilibrium geometry.

Energy relative to the best compared isomer or geometry (same formula, charge and spin) in eV: 0.725
Molar mass in u: 202.92
HOMO energy in Ha: -0.3611
Spin multiplicity: 1
Gap between HOMO and LUMO in eV: 10.24

Geometry as XYZ:
```
8
CH3INOP | OMol25 | ωB97M-V/def2-TZVPD
O -1.6595 3.3474 0.2631
C -1.1551 2.3709 -0.0168
N -0.5570 1.3351 0.0191
P 0.0660 -0.0272 -0.7986
H 0.3884 -0.5735 0.3676
H 1.3472 0.5260 -0.8636
I -3.7051 -0.2632 -0.0522
H -2.2603 -0.7648 -0.3989
```

Mulliken atomic charge list, values in e, 6 entries: -0.368, 0.568, -0.256, -0.079, 0.097, 0.081

---

No. 6
Density functional theory data (ωB97M-V/def2-TZVPD) for C8H19N as an isolated structure in a non-equilibrium geometry.

Energy relative to the best compared isomer or geometry (same formula, charge and spin) in eV: 5.604
Molar mass in u: 129.25
HOMO energy (spin up / spin down) in Ha: -0.2648 / -0.2522
Spin multiplicity: 1
Gap between HOMO and LUMO (spin up / spin down) in eV: 8.16 / 7.14

Geometry as XYZ:
```
28
C8H19N | OMol25 | ωB97M-V/def2-TZVPD
C 2.0780 0.3195 0.5937
C -1.9444 -0.9445 0.0557
C 1.6996 0.7097 2.0219
C -1.6961 -1.5750 -1.2142
C -3.1535 -0.1056 0.2842
N 2.5897 1.4904 -0.1176
H 2.8387 -0.4746 0.6694
H -1.4917 -1.3703 0.9414
H 3.2906 1.9685 0.4359
H 3.0158 1.2186 -0.9966
H 1.0190 1.5593 2.0342
H 1.2159 -0.1250 2.5319
H 2.5925 0.9776 2.5922
H -0.6704 -1.1355 -1.6999
H -3.0365 0.5612 1.1406
H -2.4992 -1.4328 -1.9378
H -1.4451 -2.6352 -1.1465
H -3.3933 0.5015 -0.5926
H -4.0224 -0.7422 0.4928
C -0.4621 0.9916 -0.1117
C 0.9350 -0.3529 -0.1888
C 1.0812 -0.6523 -1.5639
H 0.5835 -1.2027 0.3917
H -0.9746 1.2570 0.8088
H 0.3384 1.7115 -0.2815
H -1.0831 1.0540 -1.0003
H 1.4669 0.1039 -2.2382
H 1.1275 -1.6757 -1.9048
```

Mulliken atomic charge list, values in e, 6 entries: 0.400, -0.034, -1.494, -0.735, -1.265, -0.568

---

No. 7
Density functional theory data (ωB97M-V/def2-TZVPD) for a 14-piece molecular cluster, C40H61Cl39F4IN4O5 overall in a non-equilibrium geometry.

Molar mass in u: 2263.51
HOMO energy in Ha: -0.3948
Spin multiplicity: 1
Charge: +1
Gap between HOMO and LUMO in eV: 6.40

Geometry as XYZ:
```
154
C40H61Cl39F4IN4O5 | OMol25 | ωB97M-V/def2-TZVPD
C 10.8447 1.0813 4.0692
C 11.1900 -0.0598 2.9404
O 10.3878 -1.2891 3.0320
C 8.9705 -1.0629 2.7104
C 8.8233 -0.7836 1.1021
O 7.6386 -1.3743 0.4660
C 6.4256 -0.5520 0.6711
N 5.7168 -0.1387 -0.5962
C 5.3639 -1.3048 -1.4911
N 4.0207 -1.7035 -1.4705
C 2.9535 -0.9720 -0.6290
C 2.9017 -1.4667 0.9332
C 1.3977 -1.9026 1.4573
C 0.5361 -0.6687 2.1268
C -0.5471 -1.3971 3.1708
C -1.9217 -0.5243 3.3827
C -2.9609 -0.7137 2.0965
C -2.8976 0.7010 1.2557
C -4.0416 1.7137 1.8643
C -4.5380 2.6932 0.6248
C -6.1925 2.7395 0.6885
C -6.7770 3.7060 -0.5007
O -6.5847 3.0507 -1.8208
C -7.3116 3.7855 -2.8760
C 3.4778 -2.8672 -2.3068
I 2.4141 -2.0430 -4.0878
C 2.4380 -3.8446 -1.5013
C 3.0985 -4.6552 -0.2283
N 6.4046 -1.9904 -2.3481
C 7.5475 -1.0443 -2.7304
F 8.0599 -1.4253 -4.0998
C 7.1268 0.5391 -2.7503
C 6.3836 0.9981 -1.3240
F 7.4095 1.7408 -0.5608
N 5.3410 2.0452 -1.7611
C 5.9976 3.2335 -2.4278
O 6.3495 4.3170 -1.6816
F 6.2655 3.3677 -3.8963
C 4.5542 2.5707 -0.5826
O 3.3623 3.1614 -0.8783
F 4.9503 2.5273 0.8431
H 11.2350 0.6771 5.1138
H 9.7148 1.3728 4.1514
H 11.4147 2.0750 3.7327
H 12.3198 -0.3886 3.1427
H 11.1936 0.4566 1.8899
H 8.4586 -0.2119 3.3346
H 8.4061 -2.0859 2.9375
H 8.9628 0.3658 0.9362
H 9.7678 -1.3025 0.5882
H 6.6187 0.3486 1.4308
H 5.6635 -1.2628 1.2550
H 1.8572 -1.1517 -1.0669
H 3.0989 0.1917 -0.6180
H 3.2164 -0.5367 1.6113
H 3.6664 -2.3210 1.2031
H 1.5255 -2.7252 2.2956
H 0.7198 -2.3761 0.6277
H 1.1837 0.1552 2.6475
H -0.1494 -0.1746 1.2867
H -0.8874 -2.4412 2.7029
H -0.0759 -1.6474 4.2136
H -2.4997 -0.9943 4.3141
H -1.7346 0.6015 3.6617
H -2.6503 -1.6370 1.4128
H -4.0757 -0.8802 2.4199
H -3.0685 0.4569 0.1016
H -1.8529 1.2511 1.3856
H -3.5607 2.3973 2.6836
H -4.9852 1.1656 2.3088
H -4.2517 2.2379 -0.4312
H -4.0343 3.7446 0.7352
H -6.6421 1.6626 0.5055
H -6.5235 3.2169 1.7144
H -6.2911 4.7768 -0.5396
H -7.9495 3.8216 -0.3400
H -6.6793 4.7611 -3.0972
H -8.4233 4.0418 -2.5919
H -7.2997 3.1003 -3.8414
H 4.3179 -3.5538 -2.7573
H 2.1058 -4.6865 -2.2799
H 1.4217 -3.2817 -1.2266
H 2.3333 -4.6157 0.6873
H 4.1623 -4.2540 0.0961
H 3.1537 -5.8103 -0.5221
H 6.0213 -2.2964 -3.2820
H 8.4974 -1.1662 -2.0179
H 6.4365 0.7588 -3.6727
H 8.1341 1.1663 -2.8250
C -1.0906 0.7818 -5.0988
Cl -2.8460 0.6261 -5.2835
Cl -0.6402 0.7514 -3.3854
Cl -0.2554 -0.5056 -5.9845
H -0.7841 1.7433 -5.5185
C -11.9830 4.5386 -2.2432
Cl -10.8542 5.8224 -1.7771
Cl -11.1026 3.0628 -2.6753
Cl -13.1331 4.2160 -0.9345
H -12.5436 4.8742 -3.1194
C -6.3469 -1.6748 -4.8315
Cl -7.8455 -2.2154 -5.6069
Cl -6.4898 0.0127 -4.3104
Cl -5.9460 -2.7184 -3.4569
H -5.5371 -1.7420 -5.5626
C 5.0046 -2.6862 4.4306
Cl 3.2473 -2.7505 4.2132
Cl 5.7973 -2.1571 2.9369
Cl 5.4264 -1.6100 5.7735
H 5.3589 -3.6919 4.6709
C 1.3908 -8.3772 1.2086
Cl 2.1530 -6.9876 2.0008
Cl -0.3684 -8.1731 1.1518
Cl 2.0444 -8.5986 -0.4234
H 1.6149 -9.2728 1.7937
C -10.1372 -0.2241 -0.6459
Cl -9.1078 -0.8425 -1.9488
Cl -10.3621 -1.4564 0.6073
Cl -9.4427 1.2503 0.0491
H -11.1155 0.0213 -1.0670
C -4.6579 2.6813 -8.6481
Cl -4.9507 0.9442 -8.8384
Cl -5.7099 3.3555 -7.3917
Cl -2.9555 2.9868 -8.2637
H -4.8914 3.1756 -9.5945
C -10.6596 9.4580 -0.2978
Cl -9.5270 10.1016 -1.4988
Cl -9.9160 9.4381 1.3105
Cl -12.1545 10.4089 -0.2801
H -10.9083 8.4304 -0.5749
C -8.8684 -5.4527 -7.5372
Cl -7.1698 -5.8827 -7.2741
Cl -9.0489 -4.5166 -9.0309
Cl -9.8777 -6.9080 -7.5894
H -9.2005 -4.8331 -6.7003
C 10.3229 2.7712 7.8253
Cl 10.7844 3.8173 6.4717
Cl 9.0790 1.6143 7.3214
Cl 11.7395 1.9217 8.4662
H 9.9088 3.3980 8.6193
C -6.5172 3.6316 5.3453
Cl -4.9548 3.8259 6.1581
Cl -6.7617 4.9182 4.1517
Cl -6.6239 2.0397 4.5746
H -7.3077 3.7042 6.0966
C 10.0291 -4.8288 0.2661
Cl 8.9769 -3.6514 -0.5378
Cl 11.6966 -4.6691 -0.3114
Cl 9.9580 -4.6276 2.0250
H 9.6740 -5.8327 0.0197
C -10.0771 -1.2585 4.8547
Cl -9.6156 -0.2125 3.5011
Cl -11.3210 -2.4155 4.3508
Cl -8.6605 -2.1081 5.4956
H -10.4912 -0.6318 5.6487
```

Mulliken atomic charge list, values in e, 6 entries: -0.691, -0.244, -0.391, 0.026, -0.305, 0.238

---

What is the formula in the second record?
C62H68N2S2